13
Properties=species:S:1:pos:R:3:nbo_charge:R:1 method="wB97M-V/def2-TZVPD" orbital_gap_ev=12.8 charge=+1 relative_energy_kcal_mol=15.67 e_lumo_ha=-0.115
O 1.2649 -1.7335 0.8343 -0.98
H 0.9403 -1.9635 1.7057 0.49
H 1.8770 -2.4456 0.6215 0.50
O -1.8277 -1.2875 0.1154 -0.92
H -1.9769 -2.1107 -0.3730 0.53
H -2.6351 -1.0831 0.6085 0.52
O 0.6491 2.6693 -0.9824 -0.95
H 1.5849 2.8247 -1.0741 0.51
H 0.2046 3.4922 -1.2347 0.52
O -0.1128 0.4274 -0.1228 -0.89
H -0.8359 -0.3468 -0.0237 0.56
H 0.1160 1.4065 -0.3265 0.56
H 0.7515 0.1507 0.2518 0.54

14
Properties=species:S:1:pos:R:3:nbo_charge:R:1 method="wB97M-V/def2-TZVPD" orbital_gap_ev=7.8 charge=-1 relative_energy_kcal_mol=15.87 e_lumo_ha=0.142
S -1.7028 1.4296 0.8989 -1.01
H -1.6078 0.3361 1.6754 0.09
H -1.4299 0.0755 -1.8991 0.50
H -1.5722 -1.3891 -2.0161 0.47
O -1.1928 -0.6402 -2.5089 -0.97
H 1.1213 0.1917 1.8246 0.48
H 2.4644 0.0147 1.1984 0.48
O 1.9618 -0.2571 1.9817 -0.96
H 0.4625 1.7073 0.3342 0.50
H 1.0609 2.4072 -0.8419 0.46
O 1.3279 1.8305 -0.1174 -1.01
H 0.0018 -1.8430 -0.8912 0.48
H -0.6042 -1.5654 0.4549 0.48
O -0.2907 -2.2978 -0.0933 -0.97

14
Properties=species:S:1:pos:R:3:nbo_charge:R:1 method="wB97M-V/def2-TZVPD" orbital_gap_ev=8.8 charge=-1 relative_energy_kcal_mol=21.94 e_lumo_ha=0.155
O -0.4345 0.1713 -0.1992 -1.33
H -1.1979 0.8046 -0.3120 0.41
O -0.7592 -2.8474 0.0168 -0.97
H -1.0940 -1.9293 -0.0034 0.51
H -1.1366 -3.2711 -0.7744 0.45
O 1.0968 -0.7389 -2.2706 -0.99
H 1.2544 -0.1087 -3.0129 0.44
H 0.3839 -0.3533 -1.7459 0.52
O 0.5260 -0.1480 3.0543 -0.97
H 1.3328 0.3455 2.7938 0.46
H 0.0630 -0.1977 2.2409 0.50
O 0.0392 3.0819 -0.1724 -0.99
H -0.2557 3.1105 0.6755 0.45
H 0.1819 2.0809 -0.2907 0.52

14
Properties=species:S:1:pos:R:3:nbo_charge:R:1 method="wB97M-V/def2-TZVPD" orbital_gap_ev=6.5 charge=-1 relative_energy_kcal_mol=34.35 e_lumo_ha=0.114
S 0.6036 -0.7056 -0.6266 -1.09
H 1.3075 -0.1404 -1.7708 0.11
S -1.2555 1.8561 -2.9094 -0.41
H -1.2978 1.7939 -1.4604 0.21
H -0.9856 0.4989 -3.1951 0.19
S -3.2454 -0.4967 0.1148 -0.34
H -3.1055 -1.0020 -1.1343 0.17
H -2.1612 -0.6864 0.7866 0.17
S 2.1115 2.4336 1.9183 -0.30
H 1.5002 1.6837 1.1964 0.16
H 2.3652 3.5562 1.1172 0.14
S 1.5900 -3.2848 2.4133 -0.34
H 2.0951 -2.1983 1.7521 0.20
H 0.4780 -3.3082 1.7980 0.14

4
Properties=species:S:1:pos:R:3:lowdin_spin:R:1 method="wB97M-V/def2-TZVPD" orbital_gap_ev="6.0 / 6.0" multiplicity=3 e_lumo_ha="-0.018 / -0.134"
P 0.1089 0.0379 0.6924 0.80
I -1.2607 -1.6326 -0.3790 0.24
I -0.6007 2.1813 -0.3478 0.57
H 1.7524 -0.5866 0.0345 0.39

6
Properties=species:S:1:pos:R:3:nbo_charge:R:1 method="wB97M-V/def2-TZVPD" orbital_gap_ev="7.3 / 7.3" charge=+1 relative_energy_kcal_mol=79.66 e_lumo_ha="-0.267 / -0.267"
O 0.9405 -1.4831 0.3567 -0.79
P -0.2125 0.5149 -0.0995 0.44
I -1.9642 1.1272 1.3097 0.30
I -0.6666 -0.0023 -2.4160 0.28
I 1.5039 2.1550 0.1061 0.27
H 0.3990 -2.3117 0.7430 0.50

6
Properties=species:S:1:pos:R:3:nbo_charge:R:1 method="wB97M-V/def2-TZVPD" orbital_gap_ev=10.2 relative_energy_kcal_mol=40.36 e_lumo_ha=-0.003
N 1.7146 -0.0975 1.3403 0.06
N 1.9248 0.6052 0.5327 -0.05
N 0.7196 -0.7646 -2.0257 -0.91
P 0.3768 0.4601 -1.2904 0.88
I -2.1103 0.3275 1.3320 -0.09
H -2.6256 -0.5308 0.1111 0.11

6
Properties=species:S:1:pos:R:3:nbo_charge:R:1 method="wB97M-V/def2-TZVPD" orbital_gap_ev="9.7 / 8.3" charge=+1 relative_energy_kcal_mol=146.92 e_lumo_ha="-0.333 / -0.361"
N 1.2281 -0.4062 0.0026 -0.16
N 0.0833 -0.1666 -0.0002 0.48
O -0.8611 -1.0495 0.0002 -0.04
O -0.6490 1.0345 0.0039 0.04
O -1.8871 0.4393 -0.0053 0.20
H 2.0859 0.1484 -0.0013 0.47